1.
72
Properties=species:S:1:pos:R:3:forces:R:3 method="wB97M-V/def2-TZVPD" total_energy_ev=-55923.5914 relative_energy_kj_mol=117.46 total_charge=+3 s2=0.768 multiplicity=2 orbital_gap_ev="6.6499 / 5.1599" e_lumo_ha="-0.3738 / -0.4286"
C -2.03100 -0.68100 4.03418 0.143 -0.017 -0.107
C 1.65471 -3.93242 0.36256 0.021 -0.070 -0.016
C 0.80283 1.38932 -6.50976 -0.001 -0.031 0.131
H -2.56591 4.17522 -1.94069 -0.003 0.004 0.006
H -1.19070 -0.63424 4.73513 -0.014 0.015 -0.013
H -2.66729 -0.72938 -2.15143 -0.002 0.010 0.012
H -0.79286 -3.21717 1.67515 -0.099 0.031 -0.098
H -2.09818 -1.68033 3.60086 -0.034 0.025 0.008
C 3.62276 -5.31716 0.74378 -0.038 -0.079 -0.083
H -3.57774 5.45415 -0.12499 0.015 -0.001 0.019
C 0.51529 0.80586 -5.15315 -0.076 0.044 -0.068
H -1.61143 0.94894 -5.27355 -0.010 -0.041 0.045
H -3.48140 2.76113 -1.43432 0.025 0.038 0.002
H 4.17200 -6.21579 0.49674 -0.018 0.014 0.006
C 2.57188 -1.40716 2.72566 -0.046 0.048 -0.220
Ir -0.01074 -0.73594 1.74983 -0.881 -0.380 0.640
C 2.40544 -5.05860 0.09000 -0.038 0.000 -0.032
H 5.06724 -4.65535 2.19439 -0.027 0.010 -0.019
C -1.79945 1.74913 3.38040 -0.081 0.060 -0.048
C -2.32751 3.70819 0.14727 0.030 0.021 0.005
H 4.40343 -2.13492 3.42704 0.002 -0.011 -0.006
H 1.39671 0.69782 -7.10713 0.004 -0.028 0.012
H 2.04737 -5.76644 -0.64638 0.012 0.019 0.024
H 2.37261 -0.44293 -1.13886 0.005 -0.004 -0.021
H -2.93300 -0.54094 4.63575 0.015 -0.011 0.015
C 1.26574 1.86073 3.04036 -0.042 -0.029 -0.088
H -1.37809 4.25395 0.20436 -0.026 0.046 0.003
C -1.94190 2.76927 2.47218 0.028 -0.026 0.008
C 1.53731 0.39658 -4.30395 0.008 -0.170 0.374
H 0.72786 -3.74795 -0.16083 -0.001 0.009 -0.051
C -2.27078 0.16119 1.63366 0.382 -0.057 0.098
O -0.83431 -2.04259 -1.14360 0.020 -0.118 0.174
C -2.53239 3.29125 -1.30606 0.029 -0.043 0.030
C -2.19865 2.53404 1.09665 0.030 0.120 0.075
H -1.86112 3.79512 2.81962 -0.005 -0.045 -0.015
C 1.30605 -0.16247 -2.97728 -0.077 0.150 -0.311
C -3.44923 4.65248 0.60144 -0.049 -0.024 -0.008
C 2.48554 -0.63719 -2.20477 0.035 0.002 0.004
O -1.16122 -2.40269 1.29463 0.115 -0.243 0.249
H 4.00612 0.44607 4.63215 -0.029 0.026 -0.029
H 2.56857 0.49608 -4.62796 -0.018 -0.026 0.034
C -0.27261 -0.95741 -1.17781 -0.095 0.477 -0.123
N 1.28668 0.59570 2.68926 -0.040 -0.012 -0.477
C -1.96365 0.40406 2.98891 -0.210 0.060 -0.149
N 3.59707 -2.25024 2.83047 0.097 -0.134 0.022
O 0.09703 -0.22493 -0.16152 0.537 0.048 -0.214
N 1.67285 -1.85429 1.85039 0.125 0.159 -0.138
H -2.94255 0.87100 -2.89400 0.014 -0.010 -0.023
H 3.41005 -0.18994 -2.56494 -0.022 -0.001 0.021
H -0.11405 1.60631 -7.05149 -0.023 0.000 0.010
C 2.37914 -0.06286 3.25097 -0.013 -0.126 -0.150
H -2.64683 1.00135 -0.30707 0.030 -0.025 -0.070
H 2.57599 -1.72344 -2.33578 0.006 0.024 -0.010
H -3.24120 5.12003 1.56411 -0.007 -0.051 -0.011
H -1.13752 -2.47539 0.28705 -0.067 -0.058 -0.259
C -2.36456 1.23123 0.70908 -0.129 -0.063 0.108
H -2.67459 -0.80449 1.35498 -0.051 0.059 0.013
S 2.50048 2.30343 4.09617 0.103 -0.017 0.055
C 3.37609 -3.31929 1.95714 0.021 0.128 0.092
H 0.52347 2.55825 2.68476 0.019 -0.058 0.036
C -2.49169 -0.12035 -3.03186 0.050 -0.001 0.001
C 3.12534 0.71177 4.06609 0.175 0.131 0.153
C 4.13132 -4.45569 1.68835 0.076 0.095 0.119
H -1.71458 2.65484 -1.66406 -0.037 0.019 0.030
C 0.00212 -0.30198 -2.51700 0.135 0.029 -0.066
H 1.37322 2.31469 -6.41630 -0.011 -0.013 0.021
H -3.01796 -0.56287 -3.88180 0.011 -0.019 0.003
H -4.39609 4.11356 0.68123 0.023 0.028 -0.018
C 2.16226 -3.05462 1.31879 -0.094 0.069 0.251
H -1.62733 1.97223 4.42677 0.024 0.024 0.015
C -1.05736 0.05369 -3.36217 0.097 0.122 -0.332
C -0.76504 0.64181 -4.66779 -0.044 -0.124 0.347

---

2.
58
Properties=species:S:1:pos:R:3:forces:R:3 method="wB97M-V/def2-TZVPD" total_energy_ev=-37525.5317 smiles="CC(C)[C@H](NC(=O)OCc1ccccc1)C(=O)OCC(=O)NCCc1ccccc1" relative_energy_kj_mol=0.00 orbital_gap_ev=9.5796 e_lumo_ha=0.0241
H -6.61886 -1.95327 -1.32159 -0.105 -0.036 -0.020
H -0.53559 1.01873 -0.44037 -0.116 0.172 0.061
C 0.41691 -1.11462 2.05927 -0.043 -0.053 -0.049
C 1.38994 1.79418 -0.18952 0.146 0.025 0.056
C 4.27821 1.32389 -0.79554 -0.032 -0.025 -0.039
C 3.25489 0.60120 -1.39713 -0.047 -0.007 -0.121
C 3.54418 -0.65794 -1.90725 0.013 0.061 -0.035
H 6.82281 -0.87649 -1.12556 0.078 -0.026 0.003
O -0.18990 3.97300 0.64484 -0.017 0.378 0.194
O -2.76982 1.71049 -0.41250 0.006 0.142 -0.409
C -5.06403 -0.70547 -0.49793 0.072 0.049 -0.223
C -5.79740 0.61854 -0.69773 0.109 -0.201 0.172
H 0.83789 -2.70868 -0.79684 -0.055 -0.077 0.146
C 4.81919 -1.18756 -1.81514 0.034 -0.100 -0.035
N -0.05352 1.86151 -0.15202 0.105 -0.368 -0.252
H -2.67110 3.71982 -0.13789 0.117 -0.146 0.041
H 0.68332 -3.89094 0.53081 -0.056 0.141 -0.086
H 1.75791 2.81539 -0.07180 0.042 -0.148 0.045
C 2.45374 -0.10751 2.83710 0.040 0.019 0.072
H 0.50628 0.37203 3.58778 -0.054 0.068 0.067
H -3.25503 -2.34848 0.34156 0.072 0.027 -0.003
C 3.17398 -0.87744 1.93736 0.083 -0.017 0.049
C 5.82775 -0.46354 -1.20397 0.111 -0.069 0.026
C 1.07636 -0.22815 2.89500 -0.007 0.020 0.057
C -0.71203 2.93968 0.27696 -0.585 -0.272 -0.162
H 2.75919 -1.22887 -2.38332 -0.113 -0.056 -0.038
N -2.83543 -1.72646 -0.33308 -0.188 -0.086 0.073
H 2.96461 0.58740 3.48650 0.047 0.069 0.054
C -2.24548 2.81870 0.30805 0.194 0.540 0.519
C 2.51677 -1.75914 1.10052 -0.152 -0.082 0.019
H 1.17357 0.34437 -1.74508 0.049 0.010 -0.077
H -0.65867 -1.19448 2.11738 -0.109 0.006 -0.005
H 4.24794 -0.78477 1.87821 0.104 0.017 -0.021
O -2.86996 0.44833 1.44580 -0.014 0.051 -0.013
H 6.33629 1.36852 -0.22306 0.063 0.050 0.036
C -1.48094 -1.70951 -0.38484 -0.270 -0.433 -0.062
H -6.87168 0.45831 -0.65153 -0.092 0.021 0.000
H 1.81374 1.89164 -2.30501 -0.088 -0.018 -0.019
C 5.55280 0.79501 -0.69706 0.084 0.065 0.060
C 1.86159 1.15513 -1.49803 -0.051 0.068 0.121
H -5.44321 -1.38874 -2.50928 0.012 0.026 -0.156
C 0.46407 -2.86456 0.22228 0.440 -0.035 -0.138
H 5.02594 -2.16899 -2.21807 0.015 -0.074 -0.035
H 4.07809 2.30821 -0.40080 -0.028 0.134 0.075
H -2.54748 2.75432 1.35998 0.060 0.061 -0.213
O -0.83734 -0.85137 -0.94766 0.205 0.191 -0.109
H -5.01316 -2.68202 -1.39078 -0.004 -0.136 -0.065
H -3.31010 -0.23054 -1.69312 -0.104 0.001 0.120
H -5.55280 1.04689 -1.66690 0.005 0.076 -0.129
C -5.56437 -1.75099 -1.49118 0.087 0.052 0.256
H -5.24526 -1.05784 0.52392 0.044 0.021 0.005
C 1.13296 -1.88280 1.15384 -0.075 -0.005 -0.002
H -5.52722 1.33512 0.07387 -0.030 0.147 0.053
C -3.55114 -0.50752 -0.66138 0.198 0.062 0.121
C -3.03291 0.59822 0.26270 -0.096 -0.392 0.085
O -0.95708 -2.78705 0.21828 -0.217 0.029 0.091
H 1.74550 1.19255 0.65399 0.021 0.106 -0.067
H 3.07935 -2.35368 0.39620 0.091 -0.044 -0.094

---

3.
18
Properties=species:S:1:pos:R:3:forces:R:3 method="wB97M-V/def2-TZVPD" total_energy_ev=-10370.9293 smiles="[H]/N=C/C(=O)CC.C=N" relative_energy_kj_mol=422.21 orbital_gap_ev=8.2163 e_lumo_ha=-0.0186
C -0.74829 -0.38949 -0.78390 -0.834 0.496 1.114
H -2.83439 -0.77974 -1.13753 -0.031 0.002 0.109
C 0.32706 -0.56678 0.28479 3.703 -2.626 -3.971
H -0.78256 0.66117 -1.06832 -0.078 -0.001 -0.116
C 0.05201 1.02160 1.59310 1.953 3.264 0.588
H -0.38489 -0.93550 -1.65801 0.257 0.052 0.218
H -0.87938 1.58970 1.55076 -0.116 -0.383 -0.479
C -2.10239 -0.92430 -0.34006 -0.036 0.002 -0.224
C 1.78690 -0.04477 -0.35567 -1.314 -1.740 0.068
N 1.13971 1.42650 0.94778 -2.220 0.206 2.372
H 2.83188 0.39561 -1.90076 -0.022 0.171 0.294
H 2.59435 -0.46539 0.24603 0.104 0.140 0.044
H 0.19700 0.44003 2.49692 -0.023 -0.431 -0.349
H -2.45749 -0.42073 0.56031 -0.047 0.000 -0.033
O 0.47361 -1.55536 0.98664 -0.810 1.030 0.422
H 0.95202 2.14594 0.24683 -0.248 -0.175 -0.080
H -2.04272 -1.99197 -0.12837 0.018 0.052 0.055
N 1.87758 0.39350 -1.54055 -0.257 -0.061 -0.030

---

4.
44
Properties=species:S:1:pos:R:3:forces:R:3 method="wB97M-V/def2-TZVPD" total_energy_ev=-72705.0074 relative_energy_kj_mol=0.00 total_charge=+2 s2=6.035 multiplicity=5 orbital_gap_ev="8.5975 / 4.9429" e_lumo_ha="-0.2112 / -0.3455"
C -0.45071 -1.15404 -0.59938 0.200 0.628 -0.407
N 4.18149 1.10916 -1.62668 0.037 0.226 -0.038
C -0.43951 -0.71684 2.45232 -0.403 -0.132 0.433
H 1.36369 -0.05904 1.81402 -0.123 0.155 0.192
C 2.92979 -0.53464 -0.94968 0.383 -0.180 -0.136
N -0.82171 2.32016 -0.84688 -0.012 -0.041 0.020
H -2.02761 2.32106 0.83982 0.047 -0.021 -0.014
H 5.01829 -0.86344 -1.61888 0.128 -0.048 -0.052
Co 0.20399 0.68556 -0.28028 0.251 0.104 0.807
C -0.45431 -1.50004 -1.94708 -0.468 -0.618 -0.274
C 2.98409 1.59076 -1.28218 -0.254 0.224 0.106
H -0.21321 -3.06244 -3.38528 0.153 -0.082 -0.101
H -2.48801 -3.45844 4.25782 -0.059 -0.094 0.051
C -0.73951 -1.92164 1.77712 0.101 0.340 -0.636
H -1.76551 -3.80314 1.94612 0.009 -0.037 -0.029
C -1.91061 -2.69834 3.75792 0.017 -0.064 -0.171
C -0.38831 -2.17104 0.38372 -0.118 -0.610 0.372
H 2.53139 -1.49254 -0.67968 -0.065 -0.181 0.024
C -1.48511 -2.89654 2.46152 -0.079 -0.139 0.408
H 0.04869 -4.24814 0.71902 -0.079 -0.141 -0.015
N 2.18849 0.61796 -0.86198 -0.148 0.510 -0.112
H 0.19409 -4.81084 -1.67668 -0.019 -0.063 0.034
C -1.81431 2.81866 -0.09838 -0.246 0.242 0.056
C -0.01551 -3.79664 -1.36778 0.106 -0.503 0.968
H -0.60861 -0.74394 -2.70878 0.101 -0.003 -0.012
C -2.55561 3.91896 -0.49428 0.106 -0.169 0.071
C -1.25271 4.00456 -2.48668 0.204 0.120 -0.446
H -2.83861 5.39266 -2.02938 -0.036 0.079 -0.050
H 4.96619 1.64476 -1.96888 -0.091 0.044 0.011
H -3.34561 4.29016 0.13832 -0.065 0.011 0.079
C -0.88471 -0.52674 3.75212 0.245 0.089 -0.312
H -0.62541 0.38456 4.27112 0.042 0.098 0.084
N 0.39949 0.28306 1.85522 0.333 0.500 -0.229
C -1.60351 -1.51044 4.41272 -0.022 -0.064 -0.190
H 0.39319 1.11216 2.45562 0.204 -0.262 -0.184
C -0.10521 -3.48484 -0.02958 0.274 -0.533 -0.299
H -1.90581 -1.35674 5.43622 -0.076 0.037 0.094
H 0.23889 2.46766 -2.62008 0.022 -0.043 0.033
C -2.27431 4.53266 -1.70418 0.227 -0.223 -0.067
H 2.71899 2.62846 -1.33208 0.008 0.207 -0.042
C -0.55481 2.89686 -2.02118 -0.073 0.442 -0.428
C -0.22901 -2.81314 -2.33508 -0.335 1.039 -0.418
I -0.73471 4.83906 -4.35488 -0.171 -0.252 0.584
C 4.17179 -0.23544 -1.42508 -0.256 -0.595 0.234